No. 1
The following is a DFT calculation (ωB97M-V/def2-TZVPD) of one molecule with the formula C5H8O.

Computed properties:
Multiplicity: 1
HOMO level, eV: -9.2922
Energy relative to the best compared isomer or geometry (same formula, charge and spin), kcal per mole: 28.7
LUMO, eV: 1.04
Net charge: 0
SMILES string: OC1CC=CC1

Positions of all 14 atoms, in Å:
1 O 2.157 -0.075 0.246
2 C 0.950 -0.014 -0.484
3 C 0.027 -1.213 -0.014
4 C -1.173 -0.552 0.604
5 C -1.256 0.748 0.351
6 C -0.080 1.240 -0.478
7 H 1.950 -0.175 1.179
8 H 1.334 -0.105 -1.510
9 H 0.528 -1.862 0.723
10 H -0.276 -1.895 -0.818
11 H -1.878 -1.119 1.199
12 H -2.067 1.374 0.731
13 H -0.366 1.354 -1.538
14 H 0.151 2.294 -0.193

Here are the natural (NBO) charges for atoms 1 to 2, given in e: number 1, O, carries -0.70; number 2, C, carries 0.12

No. 2
The following is a DFT calculation (ωB97M-V/def2-TZVPD) of one molecule with the formula C5H8O.

Computed properties:
Multiplicity: 1
HOMO level, eV: -9.5318
Energy relative to the best compared isomer or geometry (same formula, charge and spin), kcal per mole: 52.0
LUMO, eV: 0.95
Net charge: 0
SMILES string: CC#CCCO

Positions of all 14 atoms, in Å:
1 C 2.647 0.426 -0.230
2 C 1.406 -0.351 -0.074
3 C 0.281 -0.780 -0.190
4 C -1.153 -0.801 -0.534
5 C -2.023 -0.030 0.471
6 O -1.409 1.141 0.938
7 H 2.495 1.440 0.155
8 H 3.557 0.033 0.235
9 H 2.838 0.538 -1.301
10 H -1.182 -0.236 -1.473
11 H -1.603 -1.782 -0.731
12 H -2.929 0.299 -0.042
13 H -2.356 -0.681 1.293
14 H -0.601 0.861 1.391

Here are the natural (NBO) charges for atoms 1 to 2, given in e: number 1, C, carries -0.68; number 2, C, carries 0.00

No. 3
The following is a DFT calculation (ωB97M-V/def2-TZVPD) of one molecule with the formula C5H8O.

Computed properties:
Multiplicity: 1
HOMO level, eV: -9.2716
Energy relative to the best compared isomer or geometry (same formula, charge and spin), kcal per mole: 60.8
LUMO, eV: 0.93
Net charge: 0
SMILES string: CC#CCOC

Positions of all 14 atoms, in Å:
1 C -0.013 -0.280 -2.691
2 C 0.174 0.252 -1.348
3 C 0.143 0.688 -0.226
4 C -0.127 1.274 1.088
5 O -0.298 0.372 2.163
6 C 0.127 -0.956 1.975
7 H -0.723 -1.110 -2.651
8 H -0.453 0.503 -3.316
9 H 0.915 -0.625 -3.148
10 H -1.073 1.816 0.977
11 H 0.644 2.017 1.333
12 H 1.217 -1.039 1.872
13 H -0.192 -1.490 2.871
14 H -0.342 -1.422 1.100

Here are the natural (NBO) charges for atoms 1 to 2, given in e: number 1, C, carries -0.68; number 2, C, carries 0.03

No. 4
The following is a DFT calculation (ωB97M-V/def2-TZVPD) of C5H8O as an isolated structure.

Computed properties:
Multiplicity: 1
HOMO level, eV: -8.3741
Energy relative to the best compared isomer or geometry (same formula, charge and spin), kcal per mole: 133.5
LUMO, eV: 0.58
Net charge: 0

Positions of all 14 atoms, in Å:
1 C -1.942 0.283 -0.559
2 C -0.520 0.194 -0.168
3 C 0.609 0.746 -0.256
4 C 1.968 0.677 -0.021
5 O 1.321 -1.315 1.024
6 C 0.071 -1.302 0.820
7 H -2.161 -0.448 -1.344
8 H -2.206 1.276 -0.932
9 H -2.589 0.046 0.293
10 H 1.413 1.685 -0.757
11 H 2.409 1.184 0.833
12 H 2.608 0.137 -0.714
13 H -0.615 -1.132 1.679
14 H -0.365 -2.031 0.101

Here are the natural (NBO) charges for atoms 1 to 2, given in e: number 1, C, carries -0.66; number 2, C, carries 0.01

No. 5
The following is a DFT calculation (ωB97M-V/def2-TZVPD) of one molecule with the formula C5H8O.

Computed properties:
Multiplicity: 1
HOMO level, eV: -9.7046
Energy relative to the best compared isomer or geometry (same formula, charge and spin), kcal per mole: 19.6
LUMO, eV: 1.11
Net charge: 0
SMILES string: CC(=O)C1CC1

Positions of all 14 atoms, in Å:
1 C -0.285 -1.557 1.506
2 C -0.244 -0.851 0.162
3 O -0.736 -1.366 -0.826
4 C 0.368 0.511 0.052
5 C 0.810 0.901 -1.340
6 C -0.454 1.462 -0.800
7 H 0.710 -1.894 1.828
8 H -0.679 -0.918 2.306
9 H -0.929 -2.430 1.391
10 H 0.905 0.920 0.904
11 H 0.722 0.106 -2.074
12 H 1.672 1.554 -1.443
13 H -0.486 2.508 -0.511
14 H -1.385 1.044 -1.170

Here are the natural (NBO) charges for atoms 1 to 2, given in e: number 1, C, carries -0.71; number 2, C, carries 0.59

No. 6
The following is a DFT calculation (ωB97M-V/def2-TZVPD) of one molecule with the formula C5H8O.

Computed properties:
Multiplicity: 1
HOMO level, eV: -7.5401
Energy relative to the best compared isomer or geometry (same formula, charge and spin), kcal per mole: 59.8
LUMO, eV: 0.64
Net charge: 0
SMILES string: C=C/C=C(/C)O

Positions of all 14 atoms, in Å:
1 C 2.738 -0.447 0.168
2 C 1.505 0.191 0.306
3 C 0.281 -0.499 -0.045
4 C -0.900 0.296 0.065
5 C -2.267 -0.230 -0.010
6 O -0.736 1.586 -0.113
7 H 2.848 -1.529 -0.254
8 H 3.615 0.086 0.431
9 H 1.477 1.213 0.600
10 H 0.292 -1.442 -0.345
11 H -2.797 0.217 0.871
12 H -2.744 -0.024 -0.956
13 H -2.144 -1.337 0.165
14 H -1.170 1.919 -0.883

Here are the natural (NBO) charges for atoms 1 to 2, given in e: number 1, C, carries -0.42; number 2, C, carries -0.21